Record 1
Density functional theory data (ωB97M-V/def2-TZVPD) for a molecular structure, C17H39CrO5Si2.

XYZ file:
```
64
Properties=species:S:1:pos:R:3:mulliken_spin:R:1
Cr -0.022 -0.164 -0.759 3.05
C -1.034 1.615 -2.804 0.01
C 0.161 2.389 -2.285 0.00
O 0.892 1.497 -1.412 0.00
C 2.328 1.612 -1.312 0.01
C 2.732 0.551 -0.304 0.02
O 1.983 -0.668 -0.528 -0.01
C 2.530 -1.646 -1.443 0.03
C 1.930 -1.462 -2.821 0.00
O 0.514 -1.257 -2.669 0.03
C -0.394 -2.300 -3.068 0.00
C -1.087 -2.823 -1.823 0.03
O -1.424 -1.728 -0.937 0.00
C -2.744 -1.146 -1.082 0.01
C -2.700 0.006 -2.064 0.01
O -1.546 0.808 -1.713 0.01
H -0.751 0.943 -3.617 0.00
H -1.814 2.296 -3.144 0.00
H -0.140 3.261 -1.712 -0.01
H 0.801 2.692 -3.113 0.00
H 2.600 2.606 -0.954 0.00
H 2.761 1.453 -2.301 0.00
H 2.455 0.857 0.701 -0.01
H 3.800 0.344 -0.335 0.00
H 2.262 -2.614 -1.022 -0.01
H 3.616 -1.561 -1.460 0.00
H 2.132 -2.331 -3.447 0.00
H 2.325 -0.581 -3.327 0.00
H 0.137 -3.105 -3.575 0.00
H -1.096 -1.863 -3.778 0.00
H -0.422 -3.465 -1.251 -0.02
H -1.987 -3.388 -2.063 0.00
H -3.026 -0.803 -0.090 0.00
H -3.453 -1.909 -1.399 0.00
H -3.599 0.618 -1.993 0.00
H -2.584 -0.337 -3.095 -0.01
C 1.294 -0.590 3.658 0.00
Si 0.082 -1.193 2.373 0.03
C 0.925 -2.648 1.523 0.03
C -1.489 -1.833 3.159 -0.01
C -0.460 0.199 1.177 -0.24
Si -0.506 1.944 1.930 0.04
C -1.499 1.785 3.505 -0.02
C -1.376 3.176 0.814 0.00
C 1.172 2.699 2.305 0.00
H 1.596 -1.446 4.268 0.00
H 0.861 0.151 4.332 0.00
H 2.204 -0.167 3.227 0.00
H 0.860 -3.507 2.196 0.00
H 1.985 -2.457 1.348 0.00
H 0.465 -2.960 0.584 -0.01
H -1.262 -2.594 3.910 0.00
H -2.141 -2.302 2.415 0.00
H -2.059 -1.043 3.651 0.00
H -1.544 0.002 1.088 0.04
H -2.518 1.448 3.302 0.00
H -1.569 2.756 4.001 0.00
H -1.052 1.091 4.218 0.00
H -2.238 2.778 0.273 0.00
H -0.682 3.632 0.107 0.00
H -1.738 3.992 1.445 0.00
H 1.711 2.185 3.100 0.00
H 1.004 3.725 2.643 0.00
H 1.840 2.780 1.444 0.00
```

## Properties
Charge: +2
HOMO-LUMO gap (spin up / spin down) (eV): 8.70 / 9.23
Calculated total energy (hartree): -2670.28332
Spin multiplicity: 4
HOMO (spin up / spin down) (eV): -15.0305 / -14.8818
⟨S²⟩: 3.884
E_LUMO (spin up / spin down) (eV): -6.3 / -5.7

Record 2
Density functional theory data (ωB97M-V/def2-TZVPD) for a molecular structure, C17H39Cs2N5O13S2.

XYZ file:
```
78
Properties=species:S:1:pos:R:3:lowdin_charge:R:1
Cs -4.123 6.858 11.080 1.09
Cs -7.472 8.601 13.309 1.05
S -4.657 10.207 12.099 0.09
O -4.578 9.093 13.077 -0.66
O -4.282 9.660 10.772 -0.59
O -5.999 10.811 12.029 -0.51
O -3.717 11.258 12.454 -0.35
C -1.980 3.452 14.492 0.01
C -2.460 4.872 14.330 -0.55
O -2.479 5.393 13.218 -0.09
N -3.017 5.442 15.420 0.03
C -3.578 6.781 15.331 -0.06
H -0.902 3.399 14.354 0.09
H -2.509 2.850 13.753 0.09
H -2.240 2.970 15.436 0.08
H -2.686 5.088 16.302 0.14
H -2.817 7.493 15.002 0.07
H -3.939 7.228 16.256 0.09
H -4.400 6.729 14.619 0.07
C -1.759 9.372 8.657 0.00
C -1.681 10.883 8.761 -0.56
O -0.690 11.497 8.364 0.02
N -2.734 11.511 9.312 0.01
C -2.858 12.922 9.674 -0.04
H -1.742 9.020 9.709 0.05
H -0.927 8.976 8.090 0.08
H -2.718 8.996 8.294 0.07
H -3.389 10.859 9.731 0.06
H -1.936 13.074 10.235 0.07
H -3.755 13.005 10.279 0.08
H -2.950 13.569 8.804 0.08
C -8.921 12.980 10.758 0.00
C -8.713 14.385 11.299 -0.56
O -8.586 14.555 12.496 0.04
N -8.597 15.359 10.377 0.00
C -8.468 16.760 10.737 -0.07
H -9.529 12.494 11.528 0.08
H -8.014 12.376 10.782 0.07
H -9.512 12.906 9.847 0.07
H -8.651 15.070 9.418 0.13
H -8.328 16.891 11.803 0.08
H -9.449 17.208 10.527 0.08
H -7.785 17.349 10.131 0.08
C -2.927 13.915 18.020 0.00
C -3.116 12.944 16.872 -0.55
O -3.362 13.407 15.766 0.05
N -3.043 11.615 17.117 0.01
C -3.128 10.630 16.081 -0.08
H -3.826 14.373 18.425 0.08
H -2.369 14.731 17.561 0.08
H -2.325 13.512 18.838 0.07
H -3.235 11.323 18.060 0.13
H -4.118 10.147 16.001 0.08
H -2.541 9.725 16.281 0.08
H -2.906 11.022 15.092 0.07
C 0.421 9.965 15.058 0.01
C 0.075 8.522 14.748 -0.54
O 0.409 7.604 15.496 0.00
N -0.653 8.235 13.630 0.03
C -1.146 9.246 12.701 -0.05
H 1.371 10.300 14.648 0.10
H 0.512 10.042 16.140 0.09
H -0.416 10.581 14.730 0.04
H -0.839 7.247 13.577 0.11
H -1.784 8.710 12.004 0.04
H -0.322 9.692 12.138 0.10
H -1.730 10.042 13.155 0.06
C -0.315 13.776 14.225 -0.19
C -1.108 13.686 12.893 -0.15
O -0.190 14.072 11.879 -0.21
S 1.353 13.837 12.342 0.65
O 2.183 14.889 11.855 -0.22
O 1.703 12.475 12.133 -0.23
O 1.013 14.069 13.927 -0.19
H -0.422 12.822 14.754 0.10
H -0.743 14.531 14.887 0.12
H -1.903 14.427 12.761 0.14
H -1.613 12.751 12.626 0.11
```

## Properties
Charge: 0
HOMO-LUMO gap (eV): 6.72
Calculated total energy (hartree): -2759.82553
HOMO (eV): -8.0141
E_LUMO (eV): -1.3
ΔE to the lowest compared entry with this formula, charge and spin (kcal per mole): 71.6

Record 3
Density functional theory data (ωB97M-V/def2-TZVPD) for a molecular structure, C17H39EuN6O2S.

XYZ file:
```
66
Properties=species:S:1:pos:R:3:mulliken_spin:R:1
Eu -0.673 0.279 -0.240 6.98
C -2.294 1.462 -3.280 0.00
O -2.037 1.795 -1.919 0.01
C -3.082 2.525 -1.276 0.00
C -3.614 1.743 -0.106 0.01
O -2.617 1.611 0.912 0.01
C -2.784 2.477 2.020 0.00
H -3.117 0.748 -3.360 0.00
H -1.392 1.000 -3.675 0.00
H -2.519 2.361 -3.855 0.00
H -3.893 2.718 -1.983 0.00
H -2.679 3.487 -0.948 0.00
H -3.899 0.731 -0.405 0.00
H -4.494 2.242 0.309 0.00
H -2.531 3.516 1.778 0.00
H -2.131 2.129 2.820 0.00
H -3.813 2.442 2.383 0.00
C -2.516 -5.503 -2.720 0.00
C -2.056 -4.104 -2.416 0.00
C -1.476 -3.319 -3.423 0.00
C -1.109 -2.051 -3.048 0.00
N -1.308 -1.590 -1.811 0.00
C -1.875 -2.401 -0.892 0.00
S -2.146 -1.815 0.724 -0.01
N -2.238 -3.675 -1.179 0.00
H -3.557 -5.473 -3.049 0.00
H -2.466 -6.117 -1.824 0.00
H -1.927 -5.957 -3.517 0.00
H -1.321 -3.689 -4.425 0.00
H -0.636 -1.374 -3.754 0.00
C 3.747 -2.149 0.422 0.00
C 2.234 -2.184 0.627 0.00
C 1.602 -3.330 -0.151 0.00
C 1.889 -2.314 2.106 0.00
N 1.601 -0.906 0.205 0.00
N 1.768 -0.522 -1.174 0.01
H 4.203 -3.081 0.756 0.00
H 4.206 -1.333 0.988 0.00
H 4.016 -2.028 -0.630 0.00
H 1.975 -4.278 0.240 0.00
H 1.855 -3.313 -1.214 0.00
H 0.517 -3.328 -0.036 0.00
H 2.354 -3.202 2.533 0.00
H 0.807 -2.377 2.229 0.00
H 2.261 -1.452 2.669 0.00
H 2.014 -0.148 0.742 -0.02
H 1.425 -1.294 -1.739 0.00
H 2.751 -0.390 -1.396 0.00
C 1.566 4.227 2.301 0.00
C 1.809 2.727 2.143 0.00
C 3.134 2.479 1.433 0.00
C 1.807 2.043 3.504 0.00
N 0.716 2.064 1.372 0.01
N 0.379 2.682 0.121 0.01
H 2.298 4.659 2.981 0.00
H 0.573 4.422 2.716 0.00
H 1.658 4.759 1.352 0.00
H 3.943 2.992 1.953 0.00
H 3.134 2.864 0.410 0.00
H 3.385 1.417 1.405 0.00
H 2.635 2.401 4.115 0.00
H 1.903 0.961 3.394 0.00
H 0.883 2.249 4.051 0.00
H -0.130 2.136 1.933 -0.01
H 1.213 2.709 -0.455 0.00
H 0.068 3.641 0.253 0.00
```

## Properties
Charge: +1
HOMO-LUMO gap (spin up / spin down) (eV): 7.19 / 7.91
Calculated total energy (hartree): -2258.51976
Spin multiplicity: 8
HOMO (spin up / spin down) (eV): -9.4361 / -10.1583
⟨S²⟩: 15.760
E_LUMO (spin up / spin down) (eV): -2.2 / -2.2
ΔE to the lowest compared entry with this formula, charge and spin (kcal per mole): 0.0

Record 4
Density functional theory data (ωB97M-V/def2-TZVPD) for a molecular structure, C17H39IrOP3Se.

XYZ file:
```
62
Properties=species:S:1:pos:R:3:mulliken_spin:R:1
Ir 0.905 0.946 0.672 2.01
P 1.744 -0.570 2.031 0.35
P -1.029 1.456 1.603 0.20
P 0.153 -2.542 -1.084 -0.04
H -3.201 1.056 -1.838 0.00
C -2.920 0.036 -1.833 0.00
C -3.467 -0.849 -0.981 0.00
H -4.125 -0.575 -0.146 0.00
C 3.424 0.041 1.739 0.03
C 1.200 -0.313 3.779 0.02
C 1.782 -2.431 1.980 0.04
C -2.445 2.313 0.846 0.06
C -1.926 0.378 2.770 0.05
C -0.380 2.820 2.680 0.07
C -0.758 -2.488 -2.648 0.00
C -0.219 -4.209 -0.419 0.01
C 1.869 -2.528 -1.583 0.00
H -2.043 -0.089 -2.518 0.00
H -3.355 -1.917 -1.121 0.00
H 4.049 -0.554 2.401 0.03
H 3.433 1.103 1.973 -0.01
H 3.691 -0.108 0.681 0.01
H 1.994 -0.667 4.450 0.00
H 0.287 -0.906 3.980 -0.01
H 1.004 0.758 3.947 0.00
H 2.444 -2.803 2.788 0.02
H 2.189 -2.783 1.014 -0.01
H 0.775 -2.862 2.156 -0.01
H -2.854 2.956 1.639 0.01
H -3.186 1.566 0.528 0.00
H -2.118 2.942 0.002 -0.01
H -1.627 0.639 3.806 0.00
H -1.778 -0.695 2.568 0.01
H -2.985 0.629 2.634 0.00
H -1.279 3.261 3.118 0.02
H 0.112 3.581 2.036 0.00
H 0.319 2.474 3.453 0.00
H -0.302 -3.155 -3.386 0.00
H -0.723 -1.483 -3.066 0.00
H -1.805 -2.770 -2.517 0.00
H 0.678 -4.849 -0.450 0.00
H -1.022 -4.693 -0.999 0.00
H -0.563 -4.097 0.622 0.00
H 1.990 -2.903 -2.599 0.00
H 2.506 -3.111 -0.927 0.00
H 2.216 -1.498 -1.563 0.01
C 1.197 3.005 -1.999 0.03
C -0.043 3.027 -2.660 0.20
C -0.139 3.458 -3.995 0.25
C 1.014 3.768 -4.720 0.01
C 2.272 3.562 -4.127 0.21
C 2.360 3.091 -2.808 0.24
Se 1.493 3.104 -0.077 1.04
H -0.121 -1.579 0.001 0.06
H -0.943 2.743 -2.098 0.10
H -1.118 3.557 -4.471 0.00
H 0.944 4.125 -5.750 0.01
H 3.186 3.767 -4.695 0.00
H 3.326 2.850 -2.379 0.00
O -1.711 -2.795 2.375 0.00
H -2.547 -3.013 1.919 0.00
H -1.822 -3.181 3.265 0.00
```

## Properties
Charge: +4
HOMO-LUMO gap (spin up / spin down) (eV): 6.69 / 4.29
Calculated total energy (hartree): -4274.42577
Spin multiplicity: 6
HOMO (spin up / spin down) (eV): -19.1003 / -20.5431
⟨S²⟩: 8.782
E_LUMO (spin up / spin down) (eV): -12.4 / -16.3
ΔE to the lowest compared entry with this formula, charge and spin (kcal per mole): 44.4

no.,maximum force (hartree/bohr)
1,0.004
2,0.057
3,0.015
4,0.082